No. 1
Below is a 2-piece molecular cluster, C7H15N overall, with properties calculated with the ωB97M-V functional and the def2-TZVPD basis.

SMILES = C=C(C)C.C=CCN
charge = 0
HOMO energy = -9.3 eV
gap between HOMO and LUMO = 0.3745 hartree

XYZ file:
```
23
Properties=species:S:1:pos:R:3:forces:R:3
C 2.1176 2.0294 -0.3707 -0.185 -0.076 0.255
C 2.1115 0.8217 0.5221 -0.028 -0.113 -0.180
C 1.9432 0.8936 1.8352 -0.840 -0.131 0.066
C 2.3402 -0.5008 -0.1525 0.636 -0.146 0.027
H 3.1009 2.1713 -0.8201 0.022 0.017 -0.072
H 1.8486 2.9252 0.1888 0.062 0.023 -0.063
H 1.3948 1.8945 -1.1765 0.019 0.059 -0.117
H 1.8744 -0.0149 2.4220 0.190 0.034 0.074
H 1.6373 1.8083 2.3293 0.376 0.114 -0.003
H 2.3030 -1.3236 0.5586 -0.111 -0.016 0.055
H 3.3476 -0.5145 -0.5825 -0.038 -0.008 -0.105
H 1.6564 -0.7232 -0.9739 -0.158 0.226 0.047
N -1.6511 -0.6665 -1.9233 -0.178 -0.082 0.120
C -1.8801 -1.3776 -0.6611 0.285 0.224 0.399
C -3.6941 -0.6030 0.8536 0.057 0.181 -0.039
C -2.4621 -0.4642 0.3850 -0.040 -0.633 0.410
H -1.2876 -1.2960 -2.6283 0.091 0.055 0.039
H -0.9710 0.0680 -1.7692 0.033 0.010 -0.142
H -0.9521 -1.7918 -0.2379 -0.020 -0.098 -0.087
H -2.5635 -2.2119 -0.8081 -0.070 0.016 -0.239
H -4.0861 0.0592 1.6160 0.029 -0.123 0.082
H -4.3476 -1.3853 0.4862 -0.106 0.119 -0.137
H -1.7805 0.2023 0.9074 -0.027 0.349 -0.388
```
Positions in Å, forces in eV/Å.

***

No. 2
Below is a 3-piece molecular cluster, C7H15N overall, with properties calculated with the ωB97M-V functional and the def2-TZVPD basis.

charge = 0
HOMO energy (spin up / spin down) = -6.4 / -6.8 eV
gap between HOMO and LUMO (spin up / spin down) = 0.2665 / 0.2837 hartree

XYZ file:
```
23
Properties=species:S:1:pos:R:3:forces:R:3
C 0.4347 -0.7282 -0.6503 -0.102 -2.931 -1.738
C -0.1619 1.3842 0.2674 -1.114 -0.325 -0.131
C 1.2290 -1.3340 0.4725 -0.102 0.089 -0.013
C -0.3495 1.2665 1.7565 -0.018 0.043 0.040
C 1.1101 2.0680 -0.1636 0.079 -0.249 -0.128
C -0.9022 -0.5475 -0.6087 0.269 2.662 1.619
N 0.0156 -2.4610 -1.7866 0.925 0.224 0.195
C -2.1989 -0.6116 -0.5561 0.041 0.050 -0.128
H 0.9847 -0.2796 -1.4678 -0.038 0.101 0.090
H -1.0267 1.8209 -0.2291 -0.007 0.121 0.072
H -0.5045 -3.1437 -1.2322 0.022 0.212 0.089
H -0.5749 -2.2442 -2.5907 0.023 0.166 0.164
H 0.5804 -1.7225 1.2554 -0.021 0.028 -0.032
H 1.8161 -2.1521 0.0592 0.006 0.061 -0.026
H 1.9067 -0.5964 0.9038 -0.011 0.006 0.009
H -1.2688 0.7389 2.0160 0.028 -0.013 -0.015
H 0.4873 0.7491 2.2313 -0.013 -0.019 -0.012
H -0.4069 2.2606 2.2228 0.028 -0.041 -0.046
H 1.2085 2.1062 -1.2502 0.015 0.006 0.019
H 1.1309 3.1058 0.1985 -0.085 -0.120 -0.001
H 1.9990 1.5795 0.2443 0.008 -0.005 -0.020
H -2.7758 0.1948 -0.1179 0.025 0.023 -0.037
H -2.7327 -1.4536 -0.9745 0.043 -0.089 0.029
```
Positions in Å, forces in eV/Å.

***

No. 3
Below is an isolated ion of composition C7H15N and charge +1, with properties calculated with the ωB97M-V functional and the def2-TZVPD basis.

multiplicity = 2
charge = +1
HOMO energy (spin up / spin down) = -15.4 / -15.3 eV
<S²> = 0.754
gap between HOMO and LUMO (spin up / spin down) = 0.4692 / 0.2841 hartree

XYZ file:
```
23
Properties=species:S:1:pos:R:3:forces:R:3
C 1.1703 -1.4025 -1.5846 -0.539 -1.957 1.074
C 0.0333 -2.4420 -1.5215 -0.960 1.411 1.118
C 0.5767 -0.0997 -0.9957 -0.149 -0.497 -2.816
N -0.0625 -0.2670 0.3133 2.149 4.315 0.640
C -1.4275 0.2135 0.6541 -0.228 -1.806 -0.722
C -1.2793 1.6964 0.9481 0.740 1.066 -1.065
C 0.2373 1.9890 1.1416 0.537 -1.162 -1.105
C 0.7916 0.5560 1.2549 1.405 -1.202 0.895
H 1.6362 -1.2222 -2.5600 -0.390 0.029 0.201
H 1.8742 -1.9829 -0.9588 0.578 1.416 0.010
H -0.2905 -2.4640 -0.4460 0.715 -0.536 -0.449
H 0.3143 -3.4412 -1.8257 -0.363 0.008 -0.409
H -0.8891 -1.9810 -1.8903 0.030 -0.793 -1.084
H -0.2184 0.1666 -1.7411 0.395 -0.154 0.738
H 1.3956 0.6722 -1.1417 -1.077 -0.519 1.329
H -1.7492 -0.4828 1.4350 -0.096 0.533 0.339
H -2.0586 0.0166 -0.1948 -0.353 -0.032 -0.314
H -1.7938 2.0643 1.8181 -0.586 -0.228 0.149
H -1.6035 2.2360 0.0445 -0.238 -0.052 0.573
H 0.4023 2.5451 2.0522 0.317 0.105 0.065
H 0.7781 2.4479 0.2765 -0.918 0.065 0.705
H 1.8513 0.3773 0.9702 -0.737 0.383 0.290
H 0.6741 0.2380 2.2944 -0.231 -0.392 -0.161
```
Positions in Å, forces in eV/Å.

***

Result set for energy relative to the best compared isomer or geometry (same formula, charge and spin): 37.5; 142.3; 52.4 kcal per mole, one per record in the order listed.
Result set for E_tot: -8990.8655; -8986.3201; -8982.9279 eV, one per record in the order listed.